Version A
Entry from the OMol25 dataset: the ion C5H10N3 with charge +1 (the ωB97M-V functional and the def2-TZVPD basis).

Output
Orbital gap   9.6 eV
Total charge   +1
E_HOMO   -13.024 eV
Structure (SMILES)   C#CN/[N+](C)=C\NC
Lowest unoccupied orbital energy   -3.465 eV

Atoms and positions in Å:
C -3.12840 -0.22422 -0.29969
C -2.13585 -0.21591 -0.98157
N -0.98382 -0.02892 -1.58605
N -0.19092 0.76540 -0.71485
C -0.08093 2.25037 -1.01315
C 0.57006 0.07688 0.14809
N 0.47078 -1.23270 0.33398
C 1.29812 -2.02396 1.38342
H -4.04139 -0.35832 0.29184
H -1.16905 0.24108 -2.73423
H 0.79010 2.57444 -1.76310
H -0.97707 2.42007 -1.51799
H 0.00303 2.63376 -0.03232
H 1.08668 0.67606 0.75795
H -0.02084 -1.74535 -0.39361
H 0.58350 -2.50626 1.99013
H 2.11604 -1.46381 1.85581
H 1.80540 -2.82794 0.91183

Version B
Entry from the OMol25 dataset: the ion C5H10N3 with charge +1 (the ωB97M-V functional and the def2-TZVPD basis).

Output
Orbital gap   10.3 eV
Total charge   +1
E_HOMO   -13.803 eV
Structure (SMILES)   C=NC[NH2+]CC1=NC1
Lowest unoccupied orbital energy   -3.499 eV

Atoms and positions in Å:
C -1.71970 0.06070 1.87758
N -0.52290 -0.14297 2.06390
C 0.71463 0.24160 1.67272
N 0.92371 1.07514 0.20781
C 1.17548 0.14084 -0.92568
C -0.12096 -0.39603 -1.37138
N -1.39010 -0.35991 -1.30629
C -0.78643 -1.24969 -2.35584
H -2.22880 -0.41846 2.71542
H -2.34123 0.50491 1.09980
H 1.06297 1.06459 2.31455
H 1.34383 -0.61747 1.58450
H 0.14806 1.74654 0.02574
H 1.74617 1.58733 0.42383
H 1.96691 -0.57781 -0.62257
H 1.55045 0.59408 -1.83852
H -0.59899 -0.98548 -3.40004
H -0.92310 -2.26793 -2.16554

version B ends up most stable, edging out the next structure by 26.4 kJ/mol.